Record 1
A molecular structure, C18H22Cl12NO2PS, computed with the ωB97M-V functional and the def2-TZVPD basis.

```
57
Properties=species:S:1:pos:R:3:forces:R:3
O -1.49421 1.58584 -3.71837 0.7 1.0 1.1
P -2.37778 1.64058 -2.30314 -3.0 -1.0 0.0
O -2.48954 3.22979 -1.86817 1.3 -0.3 0.0
C -1.50434 0.80993 -0.87082 1.3 1.5 0.5
C -2.31848 0.14850 0.04171 -0.8 0.3 -0.3
C -1.82583 -0.48648 1.16164 0.6 -0.2 0.2
C -0.45459 -0.48858 1.39339 0.0 0.3 -0.1
C 0.37900 0.16681 0.50597 0.5 0.5 -0.2
C -0.12807 0.82963 -0.61102 -0.4 -0.1 -0.1
N 0.78093 1.48864 -1.47404 -0.1 0.3 0.4
C 1.66330 2.38571 -0.83299 0.4 0.3 0.0
C 1.80978 3.70821 -1.24173 0.0 -0.7 0.2
C 2.69893 4.52576 -0.56664 0.1 0.7 -0.3
C 3.47202 4.06881 0.48842 -0.2 -0.4 -0.1
C 3.32143 2.75022 0.90063 0.0 0.2 0.0
C 2.41629 1.93435 0.24798 -0.5 -0.7 0.1
S 2.14455 0.24115 0.72193 0.2 0.0 0.1
H -0.93480 2.37188 -3.80589 0.0 -0.1 -0.3
H -1.80309 3.47218 -1.22355 -0.1 0.2 0.0
H -3.38680 0.14994 -0.15528 0.0 -0.1 0.0
H -2.45194 -0.98452 1.88728 -0.3 0.0 -0.2
H -0.03081 -0.96776 2.26434 0.0 -0.1 0.0
H 0.32027 1.92679 -2.25486 0.0 -0.1 -0.1
H 1.19589 4.05114 -2.06505 0.1 0.3 0.0
H 2.78180 5.55977 -0.87864 0.0 0.0 0.0
H 4.17802 4.71089 0.99178 0.0 0.1 0.0
H 3.91088 2.36287 1.72012 -0.1 -0.1 0.1
C 2.25592 -3.16120 2.23482 0.1 0.0 -0.1
Cl 0.90959 -3.85531 3.14865 0.1 0.0 -0.3
Cl 1.85459 -2.93233 0.53135 0.0 -0.3 0.0
H 2.49783 -2.19475 2.66716 -0.1 0.0 0.0
H 3.10714 -3.82830 2.30370 -0.1 -0.1 0.0
C -0.60720 -6.68652 4.93949 0.1 0.0 0.0
Cl -0.97685 -8.35783 4.49855 0.0 0.0 0.0
Cl -2.03184 -5.64412 4.82592 0.0 0.0 0.0
H -0.24695 -6.66916 5.96162 -0.1 0.0 0.0
H 0.15281 -6.30963 4.26554 -0.1 0.0 -0.1
C -2.17730 -2.64487 -2.77998 0.0 -0.1 0.0
Cl -1.50568 -1.00388 -2.74329 0.2 -1.8 -1.1
Cl -1.51178 -3.65057 -1.48506 0.0 0.0 0.0
H -3.25308 -2.58206 -2.65762 0.0 0.1 0.1
H -1.92803 -3.08521 -3.73859 0.0 0.0 0.3
C 1.03170 -1.72743 6.39406 0.1 -0.1 0.1
Cl 0.27742 -3.31506 6.20686 -0.1 0.1 0.4
Cl 0.72716 -0.66933 5.00980 0.0 0.0 0.0
H 0.62823 -1.25673 7.28240 -0.1 0.0 0.0
H 2.10218 -1.86273 6.49482 0.0 0.0 -0.1
C -1.41121 6.30510 -1.52371 -0.1 0.0 0.0
Cl -0.66785 7.90213 -1.63924 0.0 0.0 0.0
Cl -0.76118 5.38108 -0.15601 -0.1 0.1 0.1
H -2.47916 6.42296 -1.38610 0.0 0.0 0.1
H -1.21033 5.75938 -2.43806 0.1 0.0 0.0
C -0.80094 -2.27170 -6.86664 0.1 0.1 0.0
Cl -2.14624 -3.14484 -6.11668 0.0 0.0 -0.3
Cl -1.15581 -1.83365 -8.53960 0.0 0.0 0.0
H -0.62083 -1.36634 -6.29810 -0.1 0.0 0.0
H 0.07487 -2.90914 -6.85105 -0.1 -0.1 0.0
```
Forces are in eV/Å.

Total charge: 0
Frontier orbital gap in eV: 8.20

Here are the natural (NBO) charges for atoms 1 to 5, given in e:
1. O -0.98
2. P 1.32
3. O -1.00
4. C -0.46
5. C -0.18

---

Record 2
32 unconnected molecules or ions with the total composition C8H79N5O35P, computed with the ωB97M-V functional and the def2-TZVPD basis.

```
128
Properties=species:S:1:pos:R:3:forces:R:3
C 2.66131 -3.31623 -2.80743 -0.1 -0.2 -0.3
N 1.61780 -2.37835 -3.24277 0.5 -0.3 0.8
C 0.71130 -1.88947 -2.45307 -0.7 0.7 -1.2
N -0.31085 -1.06451 -2.90842 0.6 -0.5 0.9
C -1.03057 -0.78860 -1.84085 -0.5 0.4 -0.8
C -2.26913 0.04732 -1.98671 0.2 0.2 0.5
C -2.20964 1.49935 -1.42143 0.0 -0.7 0.1
C -0.82809 2.01559 -1.05163 -0.5 0.7 -0.3
O -0.93292 3.45899 -1.13614 0.5 -0.2 0.4
C -0.16517 4.09566 -0.20664 -0.1 0.3 0.6
C 1.28536 3.74185 -0.07429 0.5 -0.4 -0.2
O -0.66881 4.92177 0.50849 -0.1 0.2 -0.3
N -0.53226 -1.35826 -0.70712 -1.4 -0.3 -0.5
P -1.10401 -1.18444 0.93691 2.1 1.8 2.9
N -0.16108 -0.21945 1.69190 -0.3 -0.7 -0.7
O -2.57085 -0.57207 0.97782 0.4 -1.5 -1.3
O -1.07278 -2.61960 1.71484 -0.9 0.8 -2.4
N 0.57164 -2.07774 -1.14061 0.4 -0.2 0.6
H 2.48290 -4.24499 -3.34886 0.1 -0.1 0.2
H 2.61114 -3.49879 -1.73655 -0.1 -0.1 0.0
H 3.65050 -2.92177 -3.01935 -0.2 0.1 -0.1
H 1.58338 -2.15527 -4.22839 0.0 0.1 -0.4
H -2.47828 0.06156 -3.05309 0.0 -0.1 0.0
H -3.10975 -0.44099 -1.49677 0.0 -0.2 -0.3
H -2.80485 1.50474 -0.51199 -0.1 0.4 -0.1
H -2.68659 2.14883 -2.15216 0.1 0.1 0.1
H -0.02337 1.69076 -1.71884 0.0 -0.2 0.1
H -0.64048 1.76598 -0.00638 0.3 -0.3 -0.1
H 1.77658 4.41552 0.61737 -0.1 0.1 0.0
H 1.43325 2.74357 0.34340 -0.2 0.0 -0.1
H 1.84001 3.78171 -1.01366 -0.3 0.0 -0.1
H 0.56802 0.10528 1.06587 0.2 0.3 0.5
H -3.23303 -1.09020 0.48623 -0.3 0.1 0.4
H -1.40835 -3.29391 1.09453 0.0 -0.5 0.6
H 1.16589 -2.61105 -0.52393 -0.1 -0.1 0.1
O 1.27731 3.13893 2.95148 0.0 0.2 0.0
H 0.83034 3.88967 2.54046 -0.1 0.0 0.0
H 0.79818 3.01109 3.77847 -0.1 -0.1 -0.1
O 1.06635 -4.36150 0.69432 -0.2 0.3 -0.5
H 0.85338 -5.02747 1.35908 0.2 0.1 0.1
H 0.94972 -3.52505 1.15875 0.2 -0.4 0.7
O -3.57100 6.45946 0.54855 0.2 0.0 0.0
H -3.95758 6.61231 1.41601 -0.1 0.0 0.0
H -2.63790 6.28766 0.73031 0.0 -0.1 0.0
O -2.93853 5.54784 -2.19844 -0.1 -0.2 0.1
H -3.29347 5.72721 -1.31696 -0.1 0.4 0.0
H -2.00183 5.40659 -2.03847 0.0 -0.1 0.0
O 5.20024 -4.60710 -2.30917 0.0 -0.3 -0.2
H 4.88421 -5.50804 -2.45530 0.0 0.0 0.2
H 6.07797 -4.72689 -1.93069 0.0 0.1 0.0
O 0.33041 0.49182 -5.46577 0.1 -0.1 -0.2
H 0.14400 -0.10298 -4.72875 -0.1 0.1 0.2
H 0.16203 1.38021 -5.13573 0.0 0.0 -0.1
O 1.59892 -6.65484 -3.20646 0.1 0.2 -0.1
H 0.92001 -6.48572 -2.54663 0.0 -0.1 0.0
H 1.19176 -6.37559 -4.04053 -0.1 -0.1 0.0
O 4.31068 -4.93877 -5.43613 -0.1 0.0 0.0
H 5.17449 -5.07960 -5.83625 0.0 0.0 0.0
H 4.50042 -4.77590 -4.50493 0.1 0.1 0.0
O 0.00975 -5.21635 -5.44653 0.0 0.2 0.2
H -0.71825 -4.72169 -5.05293 -0.1 0.0 -0.1
H -0.07471 -5.04877 -6.39067 0.1 -0.1 0.0
O -3.13067 0.50631 3.91712 -0.6 0.0 -0.2
H -2.38033 0.18775 3.41011 0.1 0.0 0.1
H -3.52651 1.18055 3.33601 0.5 0.1 0.1
O 3.79938 2.74639 4.52210 0.1 0.0 0.0
H 3.12216 2.91153 5.18444 0.0 0.0 0.0
H 3.34820 2.90406 3.68335 -0.1 -0.1 0.0
O 4.73467 -1.15039 -3.30136 0.0 0.3 0.0
H 5.58805 -0.74267 -3.11820 0.0 -0.1 0.0
H 4.20851 -0.43829 -3.68042 0.0 0.0 -0.1
O -2.23764 -2.31194 -5.11530 -0.1 -0.3 0.3
H -1.83823 -2.07916 -5.96785 -0.1 0.2 -0.2
H -1.66167 -1.93465 -4.44255 0.1 0.1 -0.1
O -4.44206 3.37898 0.01661 0.1 -0.1 0.1
H -5.30215 3.77799 0.20581 -0.2 0.1 0.0
H -4.02459 3.99324 -0.60018 0.0 0.0 0.0
O -2.83902 -2.96481 4.60555 0.0 0.0 -0.1
H -2.31905 -2.77321 3.82150 0.0 0.0 0.0
H -2.31554 -2.60753 5.33609 0.0 0.0 0.1
O -1.25003 -0.94673 -7.40744 0.2 -0.1 0.0
H -0.87793 -0.91298 -8.29373 -0.1 -0.1 0.0
H -0.69736 -0.36135 -6.86952 0.0 0.3 0.0
O 1.01873 -3.47595 3.74873 0.1 0.0 -0.5
H 1.87152 -3.06580 3.94656 0.0 0.0 0.3
H 0.49725 -2.75791 3.37614 -0.1 0.1 0.3
O -5.90509 0.54528 5.19151 -0.1 0.0 0.0
H -6.43701 -0.18490 4.86160 0.1 -0.1 0.1
H -5.07778 0.49403 4.69860 0.2 -0.2 0.1
O 6.99901 2.21294 5.01989 0.0 0.1 0.1
H 6.05897 2.03329 5.14368 0.0 0.1 -0.2
H 7.18413 2.92670 5.63851 0.0 0.0 0.0
O 3.36778 -2.31138 5.60344 0.0 0.0 0.0
H 3.51789 -3.01517 6.24252 0.0 0.0 0.0
H 3.90277 -1.57798 5.92219 0.0 0.0 -0.1
O -7.36213 3.14889 5.55492 -0.1 0.1 0.0
H -7.70443 2.25492 5.47292 0.0 0.0 -0.1
H -6.49900 3.00674 5.95930 0.1 0.2 0.0
O -4.82488 2.65958 7.19968 -0.1 -0.2 0.0
H -5.15322 1.75652 7.09627 0.1 0.0 -0.1
H -3.94272 2.55974 7.56769 0.0 0.0 0.0
O 1.64961 -8.37937 -5.96903 0.0 0.1 0.0
H 1.91729 -7.46271 -6.08808 0.1 0.0 0.0
H 2.00713 -8.61962 -5.10768 0.0 0.0 0.0
O 9.29654 3.07030 2.72096 0.1 0.2 0.1
H 8.85679 3.82403 2.31076 -0.1 -0.1 -0.1
H 8.81950 2.94874 3.54907 -0.1 -0.2 -0.1
O -5.14663 -2.01538 -3.70407 0.1 0.0 0.1
H -5.71182 -2.74260 -3.98151 0.0 0.0 0.0
H -4.42840 -2.00967 -4.34605 0.2 -0.1 -0.2
O -1.08162 -2.68943 6.95555 0.0 -0.1 0.0
H -0.62538 -2.32737 7.72045 0.0 0.1 0.0
H -1.18406 -3.62676 7.15165 0.0 0.0 -0.1
O 6.81560 4.47778 1.42048 0.2 0.0 0.0
H 6.13028 4.64565 2.07336 -0.1 0.0 0.0
H 6.37703 4.64473 0.58279 0.0 0.0 0.0
O 3.95739 5.18160 1.50607 -0.3 0.0 0.0
H 3.52340 5.94129 1.10246 0.1 0.1 0.0
H 3.49121 5.05549 2.34113 0.1 0.0 0.0
O 2.13747 -1.83950 -6.19555 -0.1 0.1 0.1
H 2.88939 -2.16958 -6.69900 0.0 -0.2 0.1
H 1.73014 -1.16969 -6.75501 0.0 0.1 0.1
O -3.28624 3.10802 2.84799 -0.3 0.0 -0.1
H -3.99589 3.31377 3.46956 0.1 0.1 0.1
H -3.64244 3.36150 1.98265 0.0 0.0 -0.2
O -7.30209 4.72842 0.79238 0.1 0.0 0.0
H -7.65567 5.55784 0.45630 0.0 0.0 -0.1
H -7.81367 4.55057 1.58869 0.0 -0.1 0.0
```
Forces are in eV/Å.

Total charge: +1
Relative energy (zero: lowest compared OMol25 entry of this formula, charge and spin) in kcal/mol: 0.00
Frontier orbital gap in eV: 8.29

Here are the Löwdin charges for atoms 1 to 5, given in e:
1. C -0.02
2. N 0.12
3. C -0.30
4. N 0.19
5. C -0.28